Computed, not measured: C2H2Cl3NS as an isolated structure, with wB97M-V/def2-TZVPD.

```
9
Properties=species:S:1:pos:R:3:forces:R:3:lowdin_charge:R:1
C -1.80562 1.33821 0.20789 0.11 -1.79 0.28 -0.1811
C 1.40001 -1.04345 -0.24637 0.87 0.45 1.16 -1.9671
N -0.60335 1.05622 0.14895 1.62 -3.51 -0.83 -0.0792
S -0.36666 -1.05468 -0.07715 -0.45 3.61 0.29 0.6797
Cl 1.68701 -2.78660 -0.10663 0.40 -0.24 -0.30 0.5024
Cl 2.29666 -0.22089 1.15488 -0.75 -0.47 -0.66 0.4356
Cl 2.14089 -0.35471 -1.70154 -0.52 -0.26 0.03 0.5151
H -2.06776 2.29850 0.33568 -0.33 4.00 0.32 0.0359
H -2.68119 0.76742 0.28430 -0.95 -1.80 -0.29 0.0587
```
Positions in Å, forces in eV/Å.

Results
gap between HOMO and LUMO = 9.22 eV
ΔE to the lowest compared entry with this formula, charge and spin = 50.5 kcal/mol
lowest unoccupied orbital energy = -0.594 eV
energy = -51996.282 eV
charge = 0



Computed, not measured: an isolated ion of composition C2H2Cl3O2S and charge -1, with wB97M-V/def2-TZVPD.

```
10
Properties=species:S:1:pos:R:3:forces:R:3:lowdin_charge:R:1
C -0.09694 0.45948 -0.04254 2.00 1.24 -1.00 -0.6757
C 1.22109 1.03408 0.44035 0.53 0.01 0.16 -1.2474
O 1.80149 -1.40981 1.09258 -0.67 -0.85 1.31 -0.5776
O 1.38363 1.06850 1.79427 -0.88 -0.06 1.14 -0.3543
S 2.45569 -0.12565 0.92904 0.16 0.63 -0.45 0.5907
Cl -1.31545 1.52018 0.41985 -2.69 1.94 0.88 0.6274
Cl 3.15478 -0.72754 -1.08705 1.08 -0.25 -1.91 -0.0643
Cl 1.64047 2.59722 -0.26462 0.27 0.35 -0.75 0.5992
H -0.23749 0.29017 -1.09244 0.67 -0.31 -0.45 0.0769
H -0.17054 -0.36998 0.54330 -0.46 -2.71 1.08 0.0249
```
Positions in Å, forces in eV/Å.

Results
gap between HOMO and LUMO = 8.45 eV
ΔE to the lowest compared entry with this formula, charge and spin = 21.1 kcal/mol
lowest unoccupied orbital energy = 3.348 eV
energy = -54604.636 eV
charge = -1



Computed, not measured: a 2-piece molecular cluster, C2H2Cl4Si overall, with wB97M-V/def2-TZVPD.

```
9
Properties=species:S:1:pos:R:3:forces:R:3:lowdin_charge:R:1
C -0.15998 0.69985 -0.86236 -0.62 -0.42 -1.87 -0.1454
C -1.13870 1.21213 -0.15464 -0.60 0.54 0.54 -0.6428
Si -3.94699 -0.23382 -0.05253 1.60 -1.27 -0.09 -0.6606
Cl -1.21819 2.75388 0.65793 -0.02 -1.16 -0.37 0.5552
Cl -4.53477 -0.72621 1.81570 0.00 0.17 0.44 0.2552
Cl -4.53780 -1.85414 -1.20953 0.46 0.21 0.13 0.1953
Cl -4.86705 1.30030 -0.83447 -0.93 1.65 -0.51 0.3109
H 0.76251 1.23094 -1.16038 -0.47 -0.22 0.63 0.0672
H -0.44886 -0.14614 -1.54136 0.58 0.48 1.09 0.0651
```
Positions in Å, forces in eV/Å.

Results
gap between HOMO and LUMO (alpha / beta) = 7.34 / 7.91 eV
ΔE to the lowest compared entry with this formula, charge and spin = 90.7 kcal/mol
lowest unoccupied orbital energy (alpha / beta) = -1.453 / -1.693 eV
energy = -60073.783 eV
charge = 0



Computed, not measured: C2H2ClF2I as an isolated structure, with wB97M-V/def2-TZVPD.

```
8
Properties=species:S:1:pos:R:3:forces:R:3:lowdin_charge:R:1
C 0.65267 0.23286 -0.46671 -0.88 -0.25 -1.64 -0.2814
C -0.50644 -0.28130 0.46158 1.15 1.61 -1.23 -1.3687
F 1.04816 -0.90418 -1.23458 0.31 0.97 1.07 -0.1054
F -0.03360 -1.22135 1.27127 0.06 -0.59 0.44 -0.0483
Cl -1.84488 -0.86839 -0.48529 -0.26 -0.28 -0.03 0.6554
I -1.02848 1.46461 1.57708 -0.28 0.17 0.36 0.8778
H 0.22190 0.93019 -1.33001 1.01 -0.91 2.47 0.1491
H 1.49067 0.64756 0.20666 -1.12 -0.71 -1.43 0.1215
```
Positions in Å, forces in eV/Å.

Results
gap between HOMO and LUMO = 10.20 eV
ΔE to the lowest compared entry with this formula, charge and spin = 12.4 kcal/mol
lowest unoccupied orbital energy = -0.003 eV
energy = -28163.648 eV
charge = 0



Computed, not measured: one molecule with the formula C2H2ClF3, with wB97M-V/def2-TZVPD.

```
8
Properties=species:S:1:pos:R:3:forces:R:3:lowdin_charge:R:1
F -1.36127 0.62300 1.01648 0.22 -0.72 -0.43 0.0777
C -0.94316 -0.40658 0.22756 -0.21 -0.63 0.77 -0.4007
F -1.98807 -0.81686 -0.53511 0.19 0.50 -0.47 0.0708
C 0.27825 -0.00332 -0.57568 1.14 1.99 -0.91 -0.5490
F 0.20975 1.37294 -0.57902 0.45 -0.25 -0.69 -0.0482
Cl 1.91760 -0.38652 0.22365 -1.76 -0.11 -0.61 0.5820
H -0.67038 -1.24691 0.81622 0.06 -0.70 1.02 0.1296
H 0.31686 -0.33455 -1.65061 -0.09 -0.08 1.32 0.1379
```
Positions in Å, forces in eV/Å.

Results
gap between HOMO and LUMO = 12.58 eV
ΔE to the lowest compared entry with this formula, charge and spin = 21.6 kcal/mol
lowest unoccupied orbital energy = 0.717 eV
energy = -22780.782 eV
charge = 0



Computed, not measured: one molecule with the formula C2H2ClF3, with wB97M-V/def2-TZVPD.

```
8
Properties=species:S:1:pos:R:3:forces:R:3:lowdin_charge:R:1
F 0.50598 -1.40033 -0.81185 -0.21 -0.40 -1.12 0.0369
C 0.66273 -0.41441 0.07877 0.65 -0.88 0.28 -0.3962
F 1.79869 0.25482 -0.28181 -0.75 0.33 0.29 0.0666
C -0.58461 0.49411 0.10686 -0.14 -0.29 -0.27 -0.6486
F -0.45040 1.44575 -0.82134 0.36 0.83 -0.80 -0.0057
Cl -2.06766 -0.40435 -0.30874 0.26 -0.09 0.46 0.6812
H 0.87840 -0.96929 0.99022 -0.23 0.65 0.63 0.1567
H -0.74313 0.99369 1.04788 0.06 -0.15 0.53 0.1090
```
Positions in Å, forces in eV/Å.

Results
gap between HOMO and LUMO = 12.46 eV
ΔE to the lowest compared entry with this formula, charge and spin = 17.5 kcal/mol
lowest unoccupied orbital energy = 0.808 eV
energy = -22780.961 eV
charge = 0



Computed, not measured: one molecule with the formula C2H2ClF3, with wB97M-V/def2-TZVPD.

```
8
Properties=species:S:1:pos:R:3:forces:R:3:lowdin_charge:R:1
F 0.71636 -1.27187 0.99006 -0.24 0.25 -0.62 0.0677
C 0.62784 -0.51297 -0.12556 0.62 1.12 -0.34 -0.3522
F 1.71410 0.38631 -0.08193 -0.60 -1.50 -0.60 0.0195
C -0.54431 0.47349 -0.06122 -0.91 0.42 0.00 -0.6906
F -0.35989 1.21073 1.04767 0.32 0.66 0.72 -0.0220
Cl -2.09853 -0.33637 0.18089 -0.11 -0.42 -0.42 0.6730
H 0.60941 -1.15611 -1.04657 0.41 0.64 0.88 0.1697
H -0.66499 1.20680 -0.90333 0.50 -1.17 0.39 0.1347
```
Positions in Å, forces in eV/Å.

Results
gap between HOMO and LUMO = 12.44 eV
ΔE to the lowest compared entry with this formula, charge and spin = 17.5 kcal/mol
lowest unoccupied orbital energy = 0.802 eV
energy = -22780.958 eV
charge = 0



Computed, not measured: a 2-piece molecular cluster, C2H2ClFO2 overall, with wB97M-V/def2-TZVPD.

```
8
Properties=species:S:1:pos:R:3:forces:R:3:lowdin_charge:R:1
C -0.90832 -0.59338 -0.15489 -0.38 -1.68 1.25 -0.8777
C 0.40671 0.01056 0.03987 -1.03 2.70 0.20 -0.5064
O -1.27700 -1.61786 0.38486 0.71 1.30 -0.83 0.0363
O 1.06622 0.75071 -0.85823 0.52 -0.41 0.09 0.0934
F 1.25478 -0.48751 0.84547 1.27 -2.24 1.92 0.1493
Cl -1.92404 0.36000 -1.15745 -0.45 0.32 -0.66 0.7418
H -0.65415 0.96537 1.52861 0.89 -0.55 -1.49 0.1913
H 2.03581 0.61211 -0.62823 -1.54 0.56 -0.48 0.1720
```
Positions in Å, forces in eV/Å.

Results
gap between HOMO and LUMO (alpha / beta) = 9.02 / 8.16 eV
ΔE to the lowest compared entry with this formula, charge and spin = 94.4 kcal/mol
lowest unoccupied orbital energy (alpha / beta) = -1.024 / -0.927 eV
energy = -21437.262 eV
charge = 0



Computed, not measured: one molecule with the formula C2H2ClFS2, with wB97M-V/def2-TZVPD.

```
8
Properties=species:S:1:pos:R:3:forces:R:3:lowdin_charge:R:1
F -0.54501 0.88068 1.70550 -0.44 -1.17 0.38 -0.1686
C -0.54068 -0.21086 0.83091 1.04 2.64 0.37 -0.8468
Cl -2.20063 -0.48218 0.41885 -0.27 -0.47 -0.45 0.6921
C 0.39537 0.29734 -0.32620 -0.93 -1.81 0.75 -1.2139
S 1.05265 1.72849 -0.15504 0.66 0.73 -0.94 0.7819
S 0.66086 -0.99710 -1.48739 -0.24 0.55 0.16 0.7723
H -0.08433 -1.03231 1.36217 -0.13 -0.48 0.01 0.1024
H 1.26175 -0.18405 -2.34879 0.33 0.02 -0.29 -0.1194
```
Positions in Å, forces in eV/Å.

Results
gap between HOMO and LUMO = 8.45 eV
ΔE to the lowest compared entry with this formula, charge and spin = 6.9 kcal/mol
lowest unoccupied orbital energy = -0.655 eV
energy = -39015.760 eV
charge = 0



Computed, not measured: one molecule with the formula C2H2ClIO2S, with wB97M-V/def2-TZVPD.

```
9
Properties=species:S:1:pos:R:3:forces:R:3:lowdin_charge:R:1
C -1.31363 0.97833 0.32673 4.77 -2.63 -2.47 0.0220
C -0.05473 0.51657 -0.09246 -1.77 1.44 2.38 -0.8575
O 1.48858 -0.98921 -1.50513 1.45 0.29 -0.41 -0.3597
O -0.43766 -2.01947 -0.49507 -1.03 -0.56 0.24 -0.3443
S 0.61678 -1.08086 -0.40421 -2.41 -0.86 -1.19 0.1228
Cl 1.55850 -1.59145 1.27965 0.48 0.24 0.39 0.4138
I 1.65414 1.70266 0.12187 -0.03 0.91 0.19 0.9308
H -1.28525 1.91838 0.72503 -0.20 2.43 0.81 0.0146
H -2.22673 0.56506 0.04359 -1.25 -1.27 0.06 0.0576
```
Positions in Å, forces in eV/Å.

Results
gap between HOMO and LUMO = 8.83 eV
ΔE to the lowest compared entry with this formula, charge and spin = 22.9 kcal/mol
lowest unoccupied orbital energy = -1.008 eV
energy = -37657.203 eV
charge = 0



Computed, not measured: an isolated ion of composition C2H2ClN2O2 and charge +1, with wB97M-V/def2-TZVPD.

```
9
Properties=species:S:1:pos:R:3:forces:R:3:lowdin_charge:R:1
O 2.40749 -0.70657 0.10330 -0.15 0.02 0.06 0.2525
C 1.32382 -0.26241 0.07982 -0.61 -0.25 -0.12 -0.3802
C -0.01975 -0.97435 0.08076 -0.21 0.13 -0.13 0.1066
N -0.96932 -0.12773 0.02423 1.59 2.61 -0.17 -0.4285
Cl -2.64533 -0.21167 0.05037 0.74 -0.15 -0.01 0.9076
N -0.31927 1.31494 0.13382 -2.21 -2.09 1.28 0.1126
O 0.99685 1.06892 0.02579 0.90 0.43 -0.50 0.0830
H -0.10742 -2.04833 0.09898 -0.26 -0.14 0.10 0.1754
H -0.66705 1.94721 -0.59707 0.20 -0.57 -0.50 0.1711
```
Positions in Å, forces in eV/Å.

Results
gap between HOMO and LUMO (alpha / beta) = 9.33 / 9.33 eV
ΔE to the lowest compared entry with this formula, charge and spin = 30.9 kcal/mol
lowest unoccupied orbital energy (alpha / beta) = -6.615 / -6.615 eV
energy = -21691.576 eV
charge = +1



Computed, not measured: a 2-piece molecular cluster, C2H2ClN3O overall, with wB97M-V/def2-TZVPD.

```
9
Properties=species:S:1:pos:R:3:forces:R:3:lowdin_charge:R:1
C -0.62541 2.16749 -0.01378 -0.43 -4.07 1.00 -0.1944
C 0.02466 -0.93581 -0.25646 1.75 -0.32 -2.40 -0.7639
N -0.53247 3.27597 -0.25504 0.24 2.48 -0.55 -0.0659
N 1.28112 -0.63019 0.15055 -0.39 -0.13 0.32 0.1753
N -0.89279 -0.61101 0.74570 -1.78 1.86 1.41 -0.2868
O -0.25108 -1.45764 -1.31411 -0.26 -0.01 0.46 0.0602
Cl -2.44550 -1.00716 0.46298 0.92 0.16 -0.17 0.8425
H 1.41084 -0.10258 0.99748 0.05 0.06 -0.08 0.1075
H 2.03064 -0.69907 -0.51732 -0.10 -0.01 0.02 0.1254
```
Positions in Å, forces in eV/Å.

Results
gap between HOMO and LUMO (alpha / beta) = 5.50 / 5.50 eV
ΔE to the lowest compared entry with this formula, charge and spin = 128.5 kcal/mol
lowest unoccupied orbital energy (alpha / beta) = -4.908 / -4.907 eV
energy = -21140.076 eV
charge = 0